C12H18AgI2O9 | ωB97M-V/def2-TZVPD

Spin multiplicity: 2
Energy above the lowest of the compared OMol25 structures with the same formula, charge and spin in eV: 0.000

Structure (XYZ):
```
42
Properties=species:S:1:pos:R:3:forces:R:3:mulliken_spin:R:1
Ag -0.7768 -2.1642 -2.0620 0.60 -0.69 0.40 0.086
I -1.8907 -4.5058 -0.8550 0.44 0.40 -0.44 0.521
I 1.9195 -2.8391 -2.7065 -0.84 -0.04 0.16 0.370
C 2.8041 -4.4518 2.6239 0.42 0.14 -0.61 0.000
C 1.8634 -3.2817 2.7837 0.74 0.37 0.21 0.001
C 2.5738 -1.9005 2.7821 -0.08 -0.28 0.27 0.000
O 2.0109 -1.2118 1.6711 0.03 0.08 0.23 -0.001
C 0.9985 -1.9407 1.1584 0.46 -0.44 -0.17 0.001
O 0.2358 -1.5392 0.3477 -0.32 0.30 -0.18 -0.011
O 1.0193 -3.1979 1.6444 -0.59 0.19 0.24 0.006
H 3.4954 -4.2349 1.8011 0.00 0.07 0.12 0.000
H 2.3001 -5.3646 2.3114 -0.24 -0.01 0.39 0.000
H 3.3985 -4.6045 3.5239 -0.11 -0.12 0.06 0.000
H 1.2921 -3.3435 3.7126 -0.39 -0.30 -0.28 0.000
H 3.6541 -2.0037 2.6888 -0.01 0.15 -0.26 0.000
H 2.3474 -1.3246 3.6795 0.06 -0.03 0.03 0.000
C -2.5698 0.9970 3.2323 0.22 0.36 -0.34 0.000
C -3.3245 0.7122 1.9602 0.59 -1.00 -0.27 0.000
C -3.2673 1.7967 0.9140 0.20 0.88 0.26 0.000
O -3.2668 1.0797 -0.3130 -0.10 0.00 -0.16 0.000
C -2.7410 -0.1446 -0.0697 0.16 -0.18 0.09 0.005
O -2.4407 -0.9241 -0.9176 -0.43 0.18 -0.12 0.004
O -2.6112 -0.3564 1.2450 -0.19 0.29 0.11 0.001
H -1.5548 1.2785 2.9413 0.00 -0.02 0.10 0.000
H -2.4952 0.1283 3.8788 -0.24 -0.02 0.08 0.000
H -3.0069 1.8504 3.7522 -0.09 -0.15 0.15 0.000
H -4.3215 0.2892 2.0929 -0.16 0.41 0.25 0.000
H -2.3388 2.3774 0.9867 0.13 -0.30 0.05 0.000
H -4.0524 2.5503 0.9611 -0.37 -0.42 -0.22 0.000
C 2.2795 3.4228 -3.9239 0.41 0.41 -0.31 0.000
C 1.0019 3.2341 -3.1631 -0.66 -0.36 -0.55 0.000
C -0.2791 3.0356 -4.0346 1.14 0.72 0.53 0.000
O -0.8869 1.8791 -3.4941 -0.05 -0.24 0.00 0.001
C -0.0210 1.2445 -2.6719 0.18 0.21 -0.26 0.010
O -0.2007 0.1676 -2.2048 -0.08 0.07 0.05 0.007
O 1.0822 1.9795 -2.4619 -0.23 0.22 0.17 -0.001
H 3.1297 3.1849 -3.2867 -0.01 -0.06 0.01 0.000
H 2.4126 4.4574 -4.2510 -0.17 -0.01 0.06 0.000
H 2.3169 2.8020 -4.8194 0.00 -0.17 0.12 0.000
H 0.8179 4.0598 -2.4749 0.21 -0.25 0.37 0.000
H 0.0052 2.8983 -5.0765 -0.29 -0.18 -0.09 0.000
H -0.9127 3.9082 -3.9064 -0.36 -0.18 -0.23 0.000
```
Positions in Å, forces in eV/Å.



C13H37N3O4 | ωB97M-V/def2-TZVPD

Energy above the lowest of the compared OMol25 structures with the same formula, charge and spin in eV: 0.916
SMILES: COC[C@H](C)N.COC[C@H](C)N.COC[C@H](C)N.CO

Structure (XYZ):
```
57
Properties=species:S:1:pos:R:3:forces:R:3:nbo_charge:R:1
C 22.5497 -13.2876 9.4583 -1.39 -0.24 -0.71 -0.253
O 21.3528 -13.6924 8.7159 1.62 1.30 -0.28 -0.556
C 20.2311 -13.8214 9.5231 -0.57 -0.09 0.75 -0.060
C 18.9537 -14.0946 8.6852 2.21 -1.10 -0.20 -0.060
C 19.2588 -15.4178 7.8890 -0.74 -0.16 0.99 -0.635
N 18.6465 -13.0415 7.7546 0.28 0.80 -0.78 -0.852
H 22.7877 -14.1316 10.1057 0.65 0.10 -0.06 0.177
H 22.4233 -12.3926 10.0674 -0.67 0.02 0.25 0.171
H 23.3006 -12.9604 8.7391 0.10 -0.81 -0.08 0.199
H 20.4167 -14.6387 10.2201 -0.34 -0.63 0.07 0.157
H 20.1445 -12.9780 10.2081 -0.33 0.65 -0.24 0.163
H 18.1341 -14.1302 9.4028 0.17 -0.85 0.01 0.184
H 18.4780 -15.6048 7.1518 -0.12 -0.10 0.08 0.208
H 19.3170 -16.2581 8.5808 -0.33 -0.18 0.07 0.205
H 20.2170 -15.4666 7.3716 0.02 0.79 0.03 0.224
H 19.5132 -12.6220 7.4497 0.48 0.48 0.40 0.357
H 18.4067 -13.4833 6.8786 -0.83 -0.18 -0.18 0.372
C 19.0201 -13.5087 -0.4935 -0.66 -0.24 0.68 -0.240
O 18.0175 -14.3091 0.1511 -0.20 -0.08 0.40 -0.559
C 16.8704 -13.7075 0.7702 0.46 -0.15 0.25 -0.060
C 16.2280 -14.7113 1.7613 -0.19 0.86 0.32 -0.060
C 15.3448 -15.7245 1.0684 -0.21 0.15 -0.13 -0.626
N 15.5047 -13.9331 2.8753 0.24 -0.55 -1.11 -0.862
H 18.6688 -13.1243 -1.4510 0.04 -0.04 -0.12 0.170
H 19.8858 -14.1613 -0.6059 -0.19 -0.04 -0.28 0.197
H 19.3580 -12.6760 0.1233 -0.22 0.18 0.20 0.168
H 17.1350 -12.8503 1.3892 0.35 0.33 -0.17 0.171
H 16.1592 -13.3906 0.0075 -0.19 0.09 -0.12 0.163
H 17.0873 -15.1770 2.2438 -0.12 -0.19 0.14 0.208
H 15.8413 -16.2170 0.2323 0.24 -0.03 0.14 0.228
H 14.5001 -15.1882 0.6359 -0.24 -0.05 0.02 0.200
H 14.9705 -16.4817 1.7573 0.00 -0.01 -0.01 0.213
H 14.8443 -13.2401 2.5534 0.35 0.56 -0.87 0.363
H 14.8316 -14.5032 3.3674 0.37 -0.92 0.29 0.372
C 13.8416 -10.0986 7.8042 0.65 0.27 0.17 -0.242
O 14.1115 -11.4233 8.2248 -0.29 -0.83 -1.08 -0.557
C 14.9945 -12.1601 7.3549 0.80 -0.21 -0.03 -0.089
C 15.0602 -13.6501 7.6947 0.00 -0.60 1.32 -0.077
C 13.7337 -14.3792 7.5458 -0.43 0.63 -0.92 -0.616
N 15.5456 -13.8808 9.0747 -0.74 0.20 -0.34 -0.833
H 14.6441 -9.4698 8.1901 0.05 0.36 -0.07 0.168
H 12.8960 -9.7119 8.1842 -0.03 -0.47 0.36 0.187
H 13.7947 -9.9475 6.7258 0.13 -0.42 -0.25 0.165
H 14.8176 -12.0655 6.2835 -0.88 0.31 -0.17 0.165
H 16.0267 -11.8198 7.4375 0.19 0.43 0.41 0.187
H 15.8218 -14.1500 7.0963 -0.19 0.37 -0.67 0.208
H 13.4121 -14.2397 6.5138 0.12 -0.55 -0.45 0.191
H 12.8870 -13.8969 8.0344 0.30 0.02 0.78 0.212
H 13.7941 -15.4336 7.8153 0.02 0.16 -0.06 0.221
H 14.9844 -13.2188 9.5913 0.25 0.05 0.84 0.353
H 16.5180 -13.6151 9.1374 -0.16 0.40 0.02 0.352
C 17.7501 -12.0761 4.6954 0.28 -0.11 0.77 -0.244
O 17.2819 -13.3867 4.8362 0.42 -0.35 0.42 -0.777
H 16.9946 -11.3566 5.0112 -0.06 0.28 -0.04 0.155
H 18.5779 -12.0400 5.4036 0.21 0.71 -0.35 0.175
H 18.0702 -11.8518 3.6779 0.19 0.08 -0.05 0.156
H 16.7595 -13.5657 4.0509 -0.88 -0.37 -0.40 0.495
```
Positions in Å, forces in eV/Å.



C28H55BBeCsF3KN3NaO9PS2Ta | ωB97M-V/def2-TZVPD

Charge: +1
Energy above the lowest of the compared OMol25 structures with the same formula, charge and spin in eV: 0.000

Structure (XYZ):
```
107
Properties=species:S:1:pos:R:3:forces:R:3:lowdin_charge:R:1
C -3.9247 -6.8747 -1.7352 0.44 -0.09 -0.50 -0.059
C -2.6230 -6.7276 -2.5385 -0.36 0.35 0.77 -0.370
C -1.5757 -5.9588 -1.7073 -0.16 -0.19 -0.76 -0.189
C -1.6733 -4.4416 -1.8916 0.49 0.21 0.10 -0.189
C -0.3957 -3.7400 -2.4235 -0.67 0.10 0.09 -0.195
C 0.1789 -2.8458 -1.3252 0.04 -0.33 -0.35 -0.242
C -0.6815 -1.6196 -1.0370 0.36 -0.11 -0.07 -0.306
C -0.6151 -1.2275 0.4566 0.31 -0.18 -1.26 -0.311
Ta 1.1340 0.2379 0.7349 -4.23 0.10 -1.39 1.575
C -0.2646 1.9486 0.2361 1.45 -0.18 0.93 -0.286
C -0.4552 2.8583 1.4812 -0.63 -0.85 -1.18 -0.315
C -1.3129 4.1010 1.1714 0.26 0.08 0.60 -0.235
C -0.6366 5.4531 1.4049 -1.19 -0.17 0.10 -0.517
S 0.3275 5.6523 2.9282 0.86 -0.09 -0.34 0.957
C -0.5430 4.8250 4.1732 -1.02 -0.43 0.59 -0.662
N -1.0857 5.3976 5.1874 -0.01 1.33 0.01 0.042
N -1.6342 4.4489 5.9977 0.00 -0.33 0.10 0.056
C -1.3975 3.3220 5.4146 -0.48 0.96 1.18 -0.198
O -0.7273 3.4644 4.2872 0.81 -0.64 -1.18 0.018
N 0.7043 0.3746 2.9114 1.42 -0.16 -1.51 0.001
C -0.2353 -0.2870 3.1266 -1.60 0.63 1.66 -0.898
S -1.6789 -0.7713 3.7203 -0.39 0.41 -1.13 0.669
B 3.0312 1.6662 0.8479 3.38 -0.34 0.65 -0.507
O 3.1177 2.6676 1.7335 -1.63 -0.28 -0.21 0.161
C 4.1823 1.4080 -0.1795 -0.22 -0.07 -0.73 -0.218
C 4.3187 2.7128 -0.9335 -0.40 0.65 -0.13 -0.132
P 2.6287 -1.7932 1.3918 0.66 2.65 -0.29 0.959
C 3.9162 -2.1320 0.1322 0.64 -1.60 0.78 -0.467
C 4.5644 -3.5298 0.4489 -0.99 0.80 0.43 -0.126
C 3.4398 -1.3680 2.9965 0.09 -0.64 0.54 -0.445
C 2.7653 -2.0808 4.1617 -0.67 0.31 0.22 -0.223
H -4.4414 -7.7823 -2.0258 -0.38 0.03 0.02 0.080
H -4.5322 -5.9957 -1.9229 -0.33 -0.03 0.12 0.085
H -3.6989 -6.9171 -0.6775 -0.10 -0.16 0.20 0.055
H -2.8832 -6.1266 -3.4309 0.07 -0.19 0.18 0.038
H -2.2244 -7.7127 -2.8361 -0.34 0.07 0.49 0.045
H -1.7580 -6.2256 -0.6717 0.24 -0.10 0.18 0.116
H -0.5803 -6.3201 -1.9756 0.22 0.13 0.13 0.104
H -2.5123 -4.1559 -2.5259 -0.23 -0.22 0.00 0.110
H -1.8712 -4.0062 -0.9162 -0.28 0.05 0.08 0.108
H 0.3505 -4.4603 -2.7584 0.08 -0.13 0.04 0.099
H -0.6756 -3.1455 -3.2949 0.21 0.17 -0.09 0.108
H 1.2058 -2.5928 -1.5829 0.13 0.26 0.20 0.089
H 0.1780 -3.4595 -0.4222 0.37 -0.07 0.11 0.106
H -1.7155 -1.8640 -1.2942 -0.17 0.02 0.20 0.107
H -0.4036 -0.8059 -1.7027 -0.02 0.13 -0.08 0.082
H -1.5526 -0.7253 0.6786 0.14 0.27 0.60 0.042
H -0.4903 -2.1603 0.9936 -0.21 0.16 0.55 0.032
H 1.5230 0.0024 -1.0342 0.22 -0.24 0.70 -0.019
H 0.2861 2.5398 -0.5162 0.05 -0.31 -0.51 0.043
H -1.2195 1.6008 -0.1523 -0.05 -0.05 -0.22 0.055
H 0.5326 3.0973 1.8598 -0.09 0.28 0.42 0.055
H -0.9992 2.2664 2.2052 0.21 0.04 0.45 0.064
H -1.6912 4.0479 0.1534 0.13 0.14 -0.21 0.111
H -2.2012 4.0699 1.8059 -0.06 0.00 0.12 0.106
H -1.4496 6.2290 1.4696 0.85 -0.82 -0.21 -0.159
H -0.0195 5.7440 0.5589 0.45 0.03 0.17 0.089
H -1.7141 2.4011 5.8635 0.20 -0.54 -0.58 0.129
H 2.8490 3.4992 1.3068 0.30 0.30 0.24 0.136
H 3.9740 0.5776 -0.8473 0.08 -0.03 -0.16 0.062
H 5.1080 1.1992 0.3689 -0.25 -0.23 0.55 0.125
H 4.5374 3.5411 -0.2542 0.15 -0.03 0.12 0.071
H 3.2986 2.9051 -1.4158 0.85 0.14 -0.35 0.013
H 5.1270 2.6926 -1.6608 -0.09 -0.16 -0.24 0.081
H 3.4725 -2.2142 -0.8538 -0.17 0.53 -0.12 0.046
H 4.6663 -1.3532 0.2172 0.00 0.23 -0.31 0.054
H 5.0502 -3.9612 -0.4164 0.18 -0.03 -0.05 0.049
H 5.2190 -3.4622 1.3107 0.29 -0.06 -0.02 0.079
H 3.7356 -4.1623 0.7630 0.15 -0.52 -0.15 0.057
H 3.4066 -0.3015 3.1934 -0.10 0.21 -0.36 0.052
H 4.4930 -1.6492 2.9923 0.02 -0.32 -0.01 0.086
H 2.7551 -3.1517 4.0206 0.19 -0.25 0.22 0.052
H 1.7330 -1.7124 4.3401 -0.06 0.10 -0.39 0.017
H 3.3156 -1.8765 5.0727 0.29 -0.36 0.05 0.063
K -1.5544 -7.2172 -4.9540 0.58 -0.14 -0.90 1.009
F 1.9399 2.9395 -2.1259 -0.69 -0.21 0.61 -0.589
Be -2.5539 7.6978 1.4825 -0.01 0.93 0.11 0.528
F 4.7012 -3.4873 5.0535 0.08 0.04 -0.22 -0.757
C -7.1721 8.3568 -1.1580 -0.06 0.74 0.01 -0.115
C -7.4510 6.8946 -0.9623 3.11 -1.22 -0.99 -0.593
O -6.2449 6.3924 -0.4513 -0.18 0.63 0.30 0.156
C -5.6580 7.4402 0.2237 0.44 0.16 0.16 -0.506
O -4.7689 7.3330 0.9920 -0.63 -0.23 -0.05 0.022
O -6.2536 8.6259 -0.1089 -0.14 -0.53 0.02 0.092
F -7.7268 6.2852 -2.1411 -0.52 -0.08 0.18 0.088
H -6.7067 8.5647 -2.1215 -0.11 -0.21 -0.10 0.169
H -8.0684 8.9774 -1.0641 0.39 0.30 0.03 0.096
H -8.2636 6.6931 -0.2578 6.62 -2.01 -1.51 -0.253
Na -0.7585 -2.3492 5.2562 0.77 -1.15 0.83 0.551
O 8.3705 -3.2222 -5.1829 -0.05 -0.21 -0.12 0.135
C 7.5109 -2.8797 -4.4329 0.23 0.35 -0.03 -0.482
O 6.2222 -3.3074 -4.5417 -0.01 -0.05 0.08 0.021
C 5.4025 -2.6421 -3.5704 -0.13 0.10 0.13 -0.164
C 6.3591 -2.1848 -2.4788 0.10 0.18 0.04 -0.161
C 7.6339 -1.9075 -3.2723 -0.39 -0.34 0.31 -0.064
H 4.8987 -1.8042 -4.0584 0.01 0.02 0.02 0.129
H 4.6495 -3.3368 -3.1997 0.03 -0.10 -0.15 0.115
H 5.9913 -1.3267 -1.9187 -0.05 0.02 -0.06 0.105
H 6.5301 -2.9982 -1.7736 0.04 0.00 -0.01 0.106
H 7.6591 -0.8911 -3.6666 0.09 -0.01 -0.03 0.134
H 8.5317 -2.1087 -2.6961 0.15 0.11 -0.18 0.128
O -3.7771 -6.9825 2.2558 0.22 0.24 -0.24 -0.558
H -3.8578 -6.9299 1.2952 -0.10 -0.02 0.08 -0.240
Cs -9.8443 7.2520 -0.0653 -9.60 2.25 1.87 1.617
O -12.2486 3.2708 -1.5994 0.16 0.08 -0.04 -0.065
H -11.6113 2.5521 -1.6568 -0.02 -0.05 0.04 0.035
H -12.9125 3.0461 -2.2590 -0.07 0.05 0.03 0.041
```
Positions in Å, forces in eV/Å.



C5H10NO2 | ωB97M-V/def2-TZVPD

Charge: -2
Spin multiplicity: 2
Energy above the lowest of the compared OMol25 structures with the same formula, charge and spin in eV: 5.675

Structure (XYZ):
```
18
Properties=species:S:1:pos:R:3:forces:R:3:mulliken_spin:R:1
O -2.2424 -0.0768 0.0401 0.38 1.73 0.86 0.112
C -1.2942 0.1456 1.1007 -0.69 -2.81 -0.32 0.892
O -1.5693 0.3786 2.3255 -0.06 1.36 -0.93 -0.161
C 0.1954 0.1719 0.6287 -0.85 1.02 0.52 -0.139
C 0.6092 -1.0815 -0.2154 -0.09 0.98 -0.06 0.100
C 0.9368 -0.7306 -1.6826 0.65 -0.54 0.40 0.022
C 2.2805 -0.0114 -1.8403 -1.10 0.49 0.29 -0.002
N 0.5175 1.5234 0.0198 0.65 -1.18 -0.14 0.005
H 0.6643 0.1700 1.6152 0.42 -0.46 -0.06 -0.008
H 1.4154 -1.5701 0.3607 0.00 -0.08 -0.61 0.004
H -0.2537 -1.7353 -0.2677 -0.10 -0.28 0.38 -0.091
H 0.8540 -1.6472 -2.3200 -0.05 -0.11 0.36 0.000
H 0.0421 -0.1683 -1.9708 0.19 0.48 -0.25 0.002
H 1.2761 1.2791 -0.6961 -0.49 0.52 0.46 0.000
H 3.0561 -0.3941 -1.1658 0.18 -0.20 -0.53 -0.001
H 2.4867 0.1672 -2.8939 0.73 -0.12 -0.11 0.001
H -1.7083 -1.0605 0.8827 0.32 -0.97 0.17 0.266
H 1.0149 1.9861 0.7825 -0.07 0.18 -0.42 0.000
```
Positions in Å, forces in eV/Å.



C4H10NO | ωB97M-V/def2-TZVPD

Charge: +2
Spin multiplicity: 2
Energy above the lowest of the compared OMol25 structures with the same formula, charge and spin in eV: 1.180

Structure (XYZ):
```
16
Properties=species:S:1:pos:R:3:forces:R:3:mulliken_spin:R:1
C -0.2381 -0.7147 1.8827 -0.47 -0.21 -0.23 0.045
C -0.6722 0.2209 0.8520 0.57 -0.10 -0.39 0.320
C -1.0726 1.5361 1.1602 -0.30 -0.45 -0.04 0.424
C 0.1731 -1.0485 -1.0255 0.83 -1.38 -0.21 0.055
N -0.5967 -0.1471 -0.5042 -0.34 0.98 -0.48 0.011
H 0.7840 -1.0572 1.6949 0.14 0.05 0.19 0.024
H -0.3523 -0.2878 2.8703 0.18 -0.03 0.17 -0.003
H -0.8614 -1.6222 1.7976 0.00 -0.02 0.12 0.054
H -1.0088 2.3599 0.4568 -0.14 0.03 -0.06 0.033
H -1.4581 1.6844 2.1579 0.06 0.38 0.21 0.030
H 0.2261 -1.3485 -2.0706 -0.77 0.52 0.15 -0.001
H 0.7614 -1.7015 -0.3884 0.16 0.29 0.25 0.003
H -1.1071 0.4433 -1.1705 0.04 -0.05 0.11 -0.006
H 2.1477 1.0921 -2.0794 0.17 -0.06 -0.16 0.000
H 1.7532 0.1784 -3.2715 0.16 0.07 -0.04 0.000
O 1.5221 0.4125 -2.3624 -0.29 -0.01 0.41 0.011
```
Positions in Å, forces in eV/Å.